{
  "formula": "C9H15Cl6N4",
  "method": "ωB97M-V/def2-TZVPD",
  "spin_multiplicity": 1,
  "homo_lumo_gap_ev": 8.887,
  "charge": 1,
  "fmax_ev_per_a": 0.62,
  "homo_ev": -12.80,
  "lumo_ev": -3.917,
  "e_above_lowest_kcal_mol": 0.0,
  "species": ["C", "C", "Cl", "C", "Cl", "N", "C", "N", "C", "N", "N", "H", "H", "H", "H", "H", "H", "H", "Cl", "C", "C", "Cl", "H", "H", "H", "H", "Cl", "C", "C", "Cl", "H", "H", "H", "H"],
  "coordinates": [[1.77905, -0.12061, -0.22858], [1.36207, 0.98182, 0.70130], [2.61980, 1.81304, 1.50638], [0.09913, 1.34695, 0.93064], [-0.44529, 2.57903, 1.99192], [-0.95940, 0.66082, 0.26617], [-1.34376, 0.65318, -1.01519], [-2.39180, -0.13194, -1.20958], [-2.69223, -0.62978, -0.00064], [-3.69401, -1.48743, 0.34589], [-1.82575, -0.15719, 0.90436], [1.80321, 0.23570, -1.26084], [1.09325, -0.96720, -0.17274], [2.77956, -0.46110, 0.02731], [-0.82619, 1.22411, -1.77214], [-4.64208, -1.14983, 0.33292], [-3.55062, -2.47422, 0.20822], [-1.78604, -0.31527, 1.90501], [-0.51126, -0.42470, -4.09353], [-2.12551, -0.14919, -4.82598], [-2.43430, -1.17775, -5.88488], [-1.37321, -1.01069, -7.30138], [-2.11790, 0.85423, -5.24287], [-2.85175, -0.21182, -4.01750], [-3.45913, -1.03925, -6.22540], [-2.31830, -2.18798, -5.50025], [1.78755, -0.17980, 5.43223], [3.23922, 0.86105, 5.39418], [4.28982, 0.31651, 4.45975], [5.02814, -1.18472, 5.06298], [3.61329, 0.94965, 6.41041], [2.91253, 1.83958, 5.04560], [5.08692, 1.04858, 4.33769], [3.85500, 0.09622, 3.48853]],
  "forces_ev_per_a": [[-0.050, -0.003, -0.006], [0.096, -0.056, 0.044], [-0.049, 0.091, -0.110], [-0.103, 0.003, 0.123], [0.073, -0.072, -0.038], [-0.054, -0.098, -0.222], [-0.008, 0.035, -0.018], [-0.064, 0.034, 0.264], [0.164, 0.196, -0.482], [0.031, -0.038, 0.618], [0.027, -0.061, 0.199], [0.032, 0.015, 0.030], [0.026, 0.030, -0.022], [-0.060, -0.014, 0.024], [-0.010, -0.035, 0.029], [-0.008, -0.072, -0.260], [-0.086, 0.022, -0.124], [0.005, 0.017, -0.037], [0.058, 0.028, 0.038], [-0.059, -0.006, -0.037], [0.009, -0.007, -0.001], [-0.002, -0.001, 0.005], [0.014, -0.002, 0.004], [0.017, -0.013, 0.009], [0.005, 0.007, -0.001], [-0.002, 0.004, -0.001], [-0.034, -0.004, -0.019], [0.022, 0.069, -0.043], [-0.005, -0.007, -0.028], [-0.012, 0.002, 0.013], [-0.030, -0.050, 0.010], [0.013, 0.003, 0.011], [0.007, -0.009, 0.040], [0.038, -0.009, -0.012]]
}

{
  "formula": "C42H98N14O14",
  "method": "ωB97M-V/def2-TZVPD",
  "spin_multiplicity": 1,
  "homo_lumo_gap_ev": 8.924,
  "charge": 0,
  "fmax_ev_per_a": 5.89,
  "homo_ev": -9.05,
  "lumo_ev": -0.124,
  "e_above_lowest_kcal_mol": 190.6,
  "species": ["C", "C", "O", "N", "C", "H", "H", "H", "H", "H", "H", "H", "C", "C", "O", "N", "C", "H", "H", "H", "H", "H", "H", "H", "C", "C", "O", "N", "C", "H", "H", "H", "H", "H", "H", "H", "C", "C", "O", "N", "C", "H", "H", "H", "H", "H", "H", "H", "C", "C", "O", "N", "C", "H", "H", "H", "H", "H", "H", "H", "C", "C", "O", "N", "C", "H", "H", "H", "H", "H", "H", "H", "C", "C", "O", "N", "C", "H", "H", "H", "H", "H", "H", "H", "C", "C", "O", "N", "C", "H", "H", "H", "H", "H", "H", "H", "C", "C", "O", "N", "C", "H", "H", "H", "H", "H", "H", "H", "C", "C", "O", "N", "C", "H", "H", "H", "H", "H", "H", "H", "C", "C", "O", "N", "C", "H", "H", "H", "H", "H", "H", "H", "C", "C", "O", "N", "C", "H", "H", "H", "H", "H", "H", "H", "C", "C", "O", "N", "C", "H", "H", "H", "H", "H", "H", "H", "C", "C", "O", "N", "C", "H", "H", "H", "H", "H", "H", "H"],
  "coordinates": [[5.55009, 3.40738, -4.48802], [6.10412, 4.10245, -5.72929], [5.45781, 4.09091, -6.74793], [7.27995, 4.69436, -5.60921], [7.96894, 5.30016, -6.75087], [4.56743, 3.09844, -4.84445], [5.40767, 4.04406, -3.61484], [6.05566, 2.45338, -4.33840], [7.88342, 4.41463, -4.84916], [8.02229, 4.63349, -7.61157], [9.01001, 5.54102, -6.53582], [7.50633, 6.26195, -6.97235], [4.57662, 1.33986, -11.87373], [3.54310, 0.44183, -11.20976], [3.05050, -0.51624, -11.82458], [3.08954, 0.77970, -9.95041], [2.38849, -0.01886, -8.99615], [4.27925, 1.78883, -12.82141], [5.43177, 0.68027, -12.02129], [4.98565, 2.05884, -11.16390], [3.67870, 1.48089, -9.52459], [2.41779, -1.06532, -9.29975], [1.36368, 0.21667, -9.28319], [2.47224, 0.18913, -7.92946], [-6.35718, -0.93860, 5.99535], [-5.18600, -1.76380, 5.46695], [-4.21176, -1.10063, 5.06232], [-5.27989, -3.09809, 5.62994], [-4.11417, -3.91933, 5.29312], [-7.19940, -0.91497, 5.30382], [-5.90586, 0.01052, 6.28445], [-6.66242, -1.40119, 6.93394], [-6.19359, -3.43761, 5.89446], [-3.56385, -3.90585, 6.23390], [-3.64709, -3.47332, 4.41505], [-4.45522, -4.94158, 5.12942], [-2.37699, 8.50306, -0.51306], [-3.05904, 9.48541, 0.36093], [-3.21047, 10.65884, 0.16320], [-3.38976, 9.04008, 1.53578], [-4.01761, 9.84508, 2.65514], [-1.68731, 9.09396, -1.11577], [-3.16614, 8.14026, -1.17164], [-1.88046, 7.66386, -0.02590], [-3.27685, 8.06551, 1.77574], [-5.08755, 9.89759, 2.45372], [-3.42204, 10.73681, 2.85060], [-3.97179, 9.36456, 3.63244], [8.64777, 9.96934, 2.47161], [8.30363, 8.45191, 2.49956], [8.73202, 7.82296, 3.44328], [7.69696, 7.83917, 1.42381], [7.57877, 6.41920, 1.30683], [8.95932, 10.33783, 1.49424], [9.28172, 10.34270, 3.27586], [7.67824, 10.44746, 2.61128], [7.56643, 8.44629, 0.62728], [8.32611, 6.05544, 0.60167], [6.61419, 6.08717, 0.92287], [7.72220, 5.83708, 2.21715], [3.84000, -5.45846, -4.50131], [3.75597, -6.18989, -5.75996], [3.42393, -5.57340, -6.79230], [4.06030, -7.42466, -5.63734], [3.50835, -8.56008, -6.49715], [3.24010, -5.97792, -3.75407], [3.42340, -4.46642, -4.67572], [4.79279, -5.17447, -4.05449], [4.43252, -7.65285, -4.72659], [3.65329, -9.53822, -6.03853], [4.10823, -8.59590, -7.40652], [2.48791, -8.23791, -6.70454], [0.44195, 1.41869, 0.12238], [0.09727, 0.35664, -0.82150], [0.76026, 0.21721, -1.91745], [-0.71101, -0.60910, -0.43427], [-1.19560, -1.63940, -1.28367], [-0.45066, 2.03242, 0.24361], [1.16893, 2.06080, -0.37489], [0.74230, 1.14919, 1.13494], [-1.16849, -0.55525, 0.46457], [-0.49329, -2.06295, -2.00162], [-1.88921, -1.24820, -2.02796], [-1.83570, -2.39633, -0.83043], [5.55833, -0.56355, 9.02150], [4.10822, -0.72625, 8.50821], [3.54258, -1.83614, 8.48695], [3.52019, 0.36760, 8.09169], [2.23742, 0.44380, 7.41684], [6.22346, -0.72513, 8.17322], [5.83380, -1.37122, 9.69964], [5.65831, 0.43658, 9.44323], [4.15607, 1.14605, 7.99279], [1.56264, -0.33397, 7.77440], [2.43765, 0.36031, 6.34865], [1.75151, 1.40700, 7.57252], [1.07821, -4.72666, 4.37377], [1.01092, -6.19704, 4.23594], [1.42516, -6.76844, 3.16212], [0.42847, -6.85989, 5.19534], [0.23144, -8.26925, 5.08648], [0.74158, -4.46495, 3.37064], [2.09963, -4.42488, 4.60561], [0.42946, -4.18902, 5.06527], [0.15304, -6.40543, 6.05424], [1.10051, -8.83853, 4.75672], [-0.44357, -8.58627, 4.29153], [-0.11176, -8.81125, 5.96771], [-7.20332, -2.09576, -5.70529], [-7.77061, -1.07892, -4.76179], [-8.12373, -1.43848, -3.65639], [-7.75952, 0.17490, -5.17791], [-8.46460, 1.24093, -4.55490], [-7.01273, -1.67085, -6.69080], [-7.78248, -2.99765, -5.90347], [-6.20929, -2.46663, -5.45539], [-7.29916, 0.47724, -6.02453], [-9.48919, 1.44981, -4.86261], [-7.95374, 2.19112, -4.71064], [-8.45548, 1.11470, -3.47227], [7.62292, 4.83395, 8.36600], [6.09669, 4.84706, 8.18657], [5.33496, 4.57001, 9.08601], [5.61568, 5.27548, 7.01127], [4.23678, 5.43405, 6.64912], [7.93521, 4.07386, 9.08213], [7.97494, 5.81364, 8.68909], [8.08506, 4.39872, 7.47994], [6.26595, 5.48597, 6.26767], [3.67370, 5.64494, 7.55827], [3.95152, 4.59560, 6.01371], [4.00095, 6.33094, 6.07634], [-5.03205, 2.10196, 0.74451], [-4.70294, 3.42945, 1.42147], [-5.09051, 4.49957, 0.97471], [-3.91765, 3.25234, 2.56862], [-3.36609, 4.29608, 3.33509], [-4.46472, 1.26304, 1.14757], [-4.86097, 2.17684, -0.32937], [-6.04625, 1.73105, 0.89262], [-3.82390, 2.30494, 2.90588], [-2.95590, 3.83842, 4.23531], [-4.22857, 4.89150, 3.63457], [-2.60050, 4.79181, 2.73827], [-7.97188, -5.17631, 0.27464], [-9.17979, -4.63049, 1.12146], [-9.39544, -5.11334, 2.24369], [-9.91592, -3.65611, 0.61624], [-10.94254, -2.90619, 1.26490], [-7.67571, -6.17343, 0.60041], [-7.01330, -4.68793, 0.44987], [-8.17615, -5.20815, -0.79558], [-9.74665, -3.38435, -0.34167], [-11.88953, -3.23273, 0.83514], [-10.82576, -1.83516, 1.09949], [-11.10389, -3.18033, 2.30745], [-0.87825, -9.26138, -3.18653], [-2.16694, -9.77701, -3.73477], [-3.23350, -9.49412, -3.19085], [-2.11110, -10.33707, -4.95677], [-3.24528, -10.89690, -5.64832], [-0.46573, -10.08773, -2.60767], [-0.87879, -8.28903, -2.69395], [-0.13386, -8.98826, -3.93445], [-1.23812, -10.28539, -5.46207], [-3.22789, -10.54658, -6.68034], [-4.25200, -10.67113, -5.29669], [-3.31518, -11.98407, -5.61286]],
  "forces_ev_per_a": [[-0.753, -0.328, -1.019], [-1.237, -0.917, 1.048], [-0.354, 0.274, -1.178], [2.667, 0.756, 0.021], [0.079, 0.225, 0.079], [-0.162, 0.100, 0.307], [0.481, -0.203, 0.045], [0.381, 0.260, 0.550], [-0.368, 0.101, 0.058], [-0.500, 0.122, -0.082], [-0.063, -0.178, 0.573], [-0.184, -0.243, -0.429], [0.635, -0.469, 1.202], [-2.155, -1.398, -0.719], [0.833, 1.062, 0.849], [3.236, 1.650, -0.049], [-2.584, -0.853, -1.712], [-0.192, -0.170, 0.270], [-0.025, -0.122, -0.502], [-0.337, 0.476, -0.169], [-0.135, 0.152, -0.064], [0.620, -0.195, 0.542], [-0.672, -0.195, 0.765], [0.783, 0.087, -0.390], [0.474, -0.883, 0.575], [0.287, 2.344, 0.301], [-0.598, -1.936, 0.051], [0.151, 0.814, -0.916], [-1.366, -0.138, 0.923], [0.111, 0.362, 0.065], [-0.511, 0.174, -0.518], [-0.442, -0.043, 0.012], [0.408, -0.336, -0.069], [0.982, -0.149, -0.574], [0.350, -0.250, 0.358], [0.158, 0.072, -0.279], [-0.160, 0.193, -1.365], [1.052, 0.412, 0.661], [-0.155, 2.149, -1.897], [-1.435, -2.089, 5.191], [0.626, -0.915, -0.901], [0.113, -0.315, -0.073], [0.198, -0.334, -0.256], [-0.137, 0.205, 0.101], [0.045, 0.101, -0.329], [0.169, 1.017, -0.098], [-0.696, 0.449, -0.717], [0.351, -0.907, -0.325], [-1.888, -0.282, -0.825], [2.075, 0.295, 0.019], [-0.517, -0.657, 0.509], [0.025, 1.847, 1.030], [0.073, -1.155, -0.748], [0.326, -0.207, -0.011], [0.117, -0.738, -0.166], [-0.158, 0.343, 0.121], [-0.181, -0.461, -0.046], [0.112, -0.170, -0.067], [-0.184, 0.388, -0.077], [0.175, 0.776, 0.275], [-0.460, 2.160, 1.780], [-0.464, 4.664, -2.526], [-0.030, -1.590, 0.816], [0.475, -5.869, -0.062], [1.379, 1.969, 0.186], [0.043, 0.161, 0.238], [-0.394, -0.145, 0.020], [0.454, -0.779, -0.278], [-0.248, -0.393, -0.220], [-0.413, 0.362, 0.450], [-0.338, 0.124, -0.209], [-0.011, -0.666, -0.178], [-0.506, 1.846, 0.250], [4.152, -1.806, -3.716], [-2.351, 0.923, 2.671], [-1.513, -0.796, 1.481], [-1.179, -0.508, -2.329], [-0.167, 0.243, 0.167], [0.140, -0.186, 0.297], [0.162, -0.421, -0.243], [0.165, 0.255, -0.115], [0.715, -0.208, 0.875], [-0.348, 0.670, -0.030], [0.716, -0.010, 0.705], [-0.861, -0.241, -0.606], [0.346, -3.790, 0.888], [0.730, 1.278, 0.079], [-0.180, 2.335, -0.332], [0.214, -0.005, -0.233], [0.053, 0.406, -0.165], [-0.418, 0.289, 0.264], [0.436, -0.163, 0.115], [-0.416, 0.251, 0.062], [0.302, -0.062, -0.150], [-0.448, -0.293, -0.158], [0.235, 0.041, 0.254], [0.066, 0.834, -0.589], [1.436, -1.049, -3.910], [-1.099, 1.570, 3.195], [-0.931, -1.462, 1.953], [-0.053, -2.268, -0.669], [0.566, 0.777, -0.033], [0.019, 0.125, -0.466], [-0.173, -0.606, 0.316], [0.093, 0.048, -0.324], [0.645, 0.572, 0.245], [-0.520, 0.675, -0.107], [-0.041, 0.802, 0.395], [1.019, -0.261, -1.760], [0.809, -2.307, 0.536], [-0.779, 0.301, 0.579], [-0.207, 2.046, -1.450], [0.023, 1.349, 1.588], [-0.234, 0.214, -0.205], [-0.465, 0.285, 0.544], [-0.039, 0.155, 0.753], [-0.103, -0.841, -0.041], [-0.150, -0.666, -0.289], [0.292, -0.087, -0.191], [-0.177, -0.206, -0.019], [-0.485, -1.111, -0.359], [0.310, 0.237, 0.868], [-0.336, -0.496, 0.847], [1.150, 0.895, -1.908], [-0.466, 0.383, 0.322], [-0.553, 0.309, 0.572], [0.158, -0.117, -0.385], [0.240, 0.910, -0.476], [0.166, -0.059, 0.286], [-0.282, -1.006, -0.009], [-0.686, -0.171, 0.503], [0.801, 0.189, -0.308], [-0.019, -0.528, 0.102], [0.097, -0.550, 0.685], [0.736, -0.528, 0.684], [-1.245, -1.505, -2.212], [-0.471, 0.191, 0.599], [0.483, 0.163, -0.100], [0.015, 0.076, 0.097], [-0.330, 0.706, -0.010], [0.022, 0.198, -0.258], [0.260, 0.295, -0.053], [0.556, 0.913, 0.084], [-0.075, 0.541, 0.417], [-0.470, -0.101, 0.331], [1.653, -2.206, 1.801], [0.226, 0.653, -1.048], [0.450, 0.996, -1.508], [-1.483, -0.565, 0.201], [-0.826, -0.223, 0.073], [-0.357, 0.914, -0.028], [0.023, 0.152, 0.005], [0.209, -0.071, 0.136], [-0.298, 0.378, -0.276], [0.098, -0.091, 0.237], [0.816, 0.198, 0.058], [1.413, 0.002, -0.291], [-1.628, 2.640, 0.017], [0.564, -1.010, 0.045], [0.077, -0.654, -0.205], [-0.848, -0.371, -0.703], [0.280, 0.413, 0.461], [-0.965, -0.523, 0.781], [0.035, -0.743, -0.659], [-0.209, -0.209, 0.197], [0.076, -0.272, -0.091], [0.467, 0.965, 0.659], [0.739, -0.226, -0.214]]
}

{
  "formula": "C4H9N",
  "method": "ωB97M-V/def2-TZVPD",
  "spin_multiplicity": 1,
  "homo_lumo_gap_ev": 8.133,
  "charge": 0,
  "fmax_ev_per_a": 2.41,
  "homo_ev": -7.19,
  "lumo_ev": 0.938,
  "smiles": "C/C=C(/C)N",
  "e_above_lowest_kcal_mol": 64.0,
  "species": ["C", "C", "C", "C", "N", "H", "H", "H", "H", "H", "H", "H", "H", "H"],
  "coordinates": [[-0.93694, 1.65120, 0.29089], [-0.93681, 0.12653, 0.26463], [0.29565, -0.55986, 0.08461], [0.75764, -1.30467, -1.12646], [0.92265, -0.60815, 1.25531], [-1.83822, 2.00750, 0.79542], [-0.93587, 2.09195, -0.71517], [-0.07575, 2.04868, 0.83453], [-1.77467, -0.25507, -0.32320], [-0.09183, -1.81007, -1.59450], [1.51088, -2.06261, -0.90248], [1.16248, -0.60278, -1.86140], [1.94081, -0.71550, 1.27293], [-0.00001, -0.00716, 1.72490]],
  "forces_ev_per_a": [[-0.097, -0.037, 0.497], [0.034, -0.099, -1.304], [-1.395, -0.350, -0.022], [0.080, -0.196, 0.067], [-0.816, 0.913, 0.349], [0.089, 0.125, -0.005], [0.041, -0.081, 0.065], [-0.032, 0.063, -0.035], [0.145, 0.076, -0.223], [0.014, 0.157, 0.072], [0.016, 0.069, 0.010], [-0.057, -0.041, 0.040], [-0.206, 0.421, 0.394], [2.183, -1.021, 0.096]]
}